No. 1
The following is a DFT calculation (ωB97M-V with the def2-TZVPD basis set) of C10H24BN2NdOP as an isolated structure.

```
40
Properties=species:S:1:pos:R:3:forces:R:3
Nd -0.2415 0.0857 0.9880 -1.0 -0.5 1.7
H -2.6954 -0.1532 2.9489 0.0 0.0 -0.1
H -1.1653 -0.2202 -1.5511 -1.0 0.7 -0.7
P -0.6414 -3.0099 0.4090 -0.1 -0.6 0.7
C -0.3675 -3.8760 1.9976 0.1 0.2 0.3
H -0.6491 -4.9323 1.8782 0.0 0.3 0.1
H 0.7029 -3.8206 2.2544 -0.4 0.0 0.0
H -0.9681 -3.4173 2.7996 0.3 -0.2 -0.2
C -2.4046 -3.1868 0.0566 -0.5 0.0 0.3
H -2.5520 -3.3215 -1.0164 -0.1 0.1 0.0
H -2.8074 -4.0511 0.5819 0.0 -0.2 -0.1
H -2.9690 -2.3263 0.4029 0.0 -0.1 -0.1
C 0.0114 -4.2414 -0.7295 0.5 -0.1 -0.4
H 1.0957 -4.2999 -0.6369 0.0 0.0 -0.2
H -0.4025 -5.2243 -0.4936 -0.1 0.1 0.1
H -0.2654 -3.9972 -1.7545 0.2 0.0 -0.1
C 0.5422 -1.1583 -1.0192 3.3 -0.6 -3.9
O 1.1958 -1.5084 -1.9241 -2.6 0.8 3.4
H -1.6491 1.2973 -1.9863 -0.5 -0.3 0.1
H -2.5017 -0.0473 -2.4740 -0.3 0.2 0.1
H -3.4663 -0.5772 -0.1237 -0.2 0.5 -0.2
H -2.4086 1.1961 0.4240 -0.5 0.4 -0.1
B -2.7327 0.3294 -0.3260 0.2 -0.6 1.2
N -2.0196 0.3838 -1.6789 1.7 -0.4 -1.4
H -2.8056 0.0654 3.6533 0.1 0.0 0.0
H 1.4457 -0.7929 1.4356 0.4 -0.5 -0.3
C 3.0575 5.4273 -0.4973 -0.1 0.0 -0.2
C 2.4159 4.0919 -0.3520 0.1 0.1 0.7
C 2.4138 3.4560 0.9011 -0.5 -1.3 0.5
C 1.7705 2.2127 1.0024 -0.3 0.7 -0.7
N 1.0739 1.6852 -0.0520 1.4 0.2 0.1
C 1.2025 2.2380 -1.2768 -0.1 0.1 1.1
C 1.8236 3.4502 -1.4431 0.0 0.0 -0.3
H 2.5493 6.1459 0.1586 0.3 -0.1 -0.1
H 4.1227 5.3720 -0.2390 -0.3 0.1 0.0
H 2.9581 5.7422 -1.5337 0.1 0.3 0.1
H 2.8668 3.8694 1.8213 -0.1 -0.1 -0.9
H 1.8235 1.5702 1.9123 -0.1 0.7 -0.4
H 0.8047 1.6466 -2.0834 -0.2 0.2 -0.4
H 1.8363 3.8968 -2.4341 0.2 0.0 0.2
```
Positions in Å, forces in eV/Å.

Output
charge: +2
LUMO level (alpha / beta): -7.48 / -7.32 eV
multiplicity: 5
E_HOMO (alpha / beta): -13.6 / -15.4 eV
total energy: -1507.081081 Eh

---

No. 2
The following is a DFT calculation (ωB97M-V with the def2-TZVPD basis set) of C10H24CeN6O7 as an isolated structure.

```
48
Properties=species:S:1:pos:R:3:forces:R:3
O 2.2591 -1.4028 -0.2223 -6.1 -0.1 -1.1
H 3.5407 -1.1527 0.1536 2.9 0.0 0.4
Ce -0.2787 -0.9911 -0.2045 3.0 0.4 -0.1
N -0.1963 -1.1217 -2.6858 -0.1 -0.8 -1.0
N 0.1446 1.1118 -1.5946 -0.1 1.6 -0.6
N -0.5146 -1.6718 2.1605 -0.1 -0.1 3.0
N 0.3824 0.6238 1.6311 0.1 0.6 3.3
O -0.3675 -2.3073 -3.1062 0.2 1.3 0.1
O -0.9900 -2.9679 2.4016 0.2 1.0 -0.4
O 0.9941 1.8219 1.3583 -0.8 -0.4 -0.6
O 0.1124 2.2788 -0.9764 0.1 -1.2 -1.0
C 0.2489 1.1439 -2.9540 -0.3 -0.1 0.9
C 0.0135 -0.1014 -3.5794 0.1 -0.6 0.7
C -0.2905 -0.9312 3.2485 -1.1 -2.9 -2.1
C 0.2354 0.3699 2.9461 0.8 1.8 -3.2
C -0.0132 -0.3078 -5.0470 0.0 -0.1 -0.3
H 0.9824 -0.1427 -5.4866 -0.2 0.0 0.1
H -0.7023 0.4034 -5.5243 0.2 -0.1 0.1
H -0.3356 -1.3285 -5.2751 0.1 0.2 0.1
C 0.5108 2.3894 -3.7317 0.1 0.2 0.0
H 0.8577 3.1862 -3.0655 -0.1 -0.2 -0.2
H -0.4010 2.7310 -4.2478 0.2 -0.1 0.2
H 1.2757 2.2064 -4.5010 -0.3 0.0 0.2
C -0.5491 -1.3822 4.6468 0.0 -0.2 0.1
C 0.5824 1.3305 4.0339 0.2 0.1 -0.1
H -0.9136 -2.4122 4.6538 0.1 0.3 0.0
H -1.2950 -0.7347 5.1305 0.2 -0.1 -0.2
H 0.3676 -1.3197 5.2504 -0.2 0.0 -0.2
H 1.0056 2.2442 3.6116 -0.1 -0.2 0.1
H 1.3085 0.8791 4.7247 -0.2 0.1 -0.2
H -0.3111 1.5852 4.6219 0.2 -0.1 -0.2
H -1.0841 -3.3205 1.4736 0.1 0.3 0.7
H 0.6815 2.0415 0.3886 0.4 -0.1 1.0
C 4.6958 -1.3153 0.1937 0.1 0.4 0.3
H 4.9072 -2.3843 0.1015 0.0 0.1 0.0
H 5.0952 -0.9485 1.1452 0.1 -0.1 -0.2
H 5.1694 -0.7796 -0.6352 0.0 -0.1 0.1
O -0.9129 -2.9146 -0.2461 -0.6 -1.2 -0.4
H 2.4007 -2.1358 -0.8451 0.2 0.2 0.3
H -1.1399 -3.6689 -0.8188 0.2 0.4 0.2
N -4.4149 0.9084 0.4828 0.7 0.0 -0.2
C -3.1340 1.0405 0.0632 -0.4 0.2 0.1
N -2.7031 2.2730 -0.2497 0.1 -0.5 0.0
O -2.3972 0.0110 -0.0217 0.2 0.3 -0.1
H -5.0210 1.7104 0.5649 0.0 -0.3 0.0
H -4.7431 -0.0154 0.7226 0.0 0.2 0.0
H -1.7273 2.4152 -0.5467 -0.5 0.0 0.2
H -3.3355 3.0527 -0.1440 0.3 0.0 -0.1
```
Positions in Å, forces in eV/Å.

Output
charge: +1
LUMO level (alpha / beta): -4.77 / -5.04 eV
multiplicity: 2
E_HOMO (alpha / beta): -10.5 / -10.5 eV
total energy: -1725.420582 Eh

---

No. 3
The following is a DFT calculation (ωB97M-V with the def2-TZVPD basis set) of C10H24ClI2N2P2Sm as an isolated structure.

```
42
Properties=species:S:1:pos:R:3:forces:R:3
I -0.3377 -0.8941 -2.6420 0.0 -0.6 -0.7
I -0.3759 2.3221 1.9969 0.1 0.5 0.7
Sm -0.3997 0.7912 -0.3781 0.0 0.2 -0.1
P 1.7693 1.8697 -1.1081 1.8 1.3 -0.9
C 3.1281 0.9296 -0.4626 0.0 -0.9 0.6
C 1.8909 1.9358 -2.8800 -0.4 -0.5 -0.8
H 2.7422 2.5772 -3.0870 0.2 0.2 -0.2
H 2.7437 3.9691 -1.0512 0.2 0.3 -0.1
H 0.9727 2.3550 -3.3166 0.3 0.0 0.2
H 0.9722 4.1052 -0.7761 0.3 -0.2 0.0
H 3.0988 -0.1052 -0.8362 0.1 0.4 0.0
H 2.0404 0.9309 -3.2986 0.1 0.4 0.2
C 1.8878 3.5464 -0.5339 -0.4 0.6 0.7
H 4.0387 1.4230 -0.7993 0.2 0.1 0.0
H 2.0284 3.5775 0.5556 0.1 0.0 -0.4
H 3.0969 0.9028 0.6365 0.1 0.1 -0.3
P -2.8126 0.1481 0.0300 -2.8 -0.5 0.3
C -2.8581 -1.3231 1.0211 0.9 -0.6 0.4
C -3.7021 1.4442 0.8566 0.4 0.9 0.6
H -3.4937 0.6715 -2.2088 -0.2 -0.2 0.3
H -4.7179 -0.2157 -1.2352 -0.4 0.0 0.0
H -3.3169 -1.0828 -1.9647 -0.2 0.3 0.2
C -3.6670 -0.1511 -1.4997 0.4 -0.2 -1.0
H -3.5522 2.4050 0.3435 -0.1 -0.3 0.1
H -4.7460 1.1475 0.8191 -0.4 0.0 0.0
H -3.9087 -1.5677 1.1710 -0.2 -0.1 0.0
H -2.3667 -1.1572 1.9908 -0.2 0.0 -0.2
H -3.3588 1.5546 1.8948 -0.2 -0.1 -0.3
H -2.3462 -2.1520 0.5097 -0.2 0.2 0.1
Cl -1.4495 2.7143 -1.7017 0.1 -0.2 0.1
C 2.0945 -4.2681 1.2401 0.0 0.2 0.0
N 1.5010 -2.9351 1.3218 -0.5 1.6 2.3
C 1.2953 -2.2081 2.5952 -0.1 -1.0 -4.8
C 0.7273 -1.0567 2.2517 0.0 -0.3 -1.6
N 0.5665 -1.0022 0.8399 0.0 0.1 0.8
C 1.0428 -2.1373 0.3410 0.5 -0.6 2.9
H 3.1099 -4.2435 1.6417 -0.1 0.0 -0.1
H 1.4889 -4.9743 1.8098 0.1 0.1 -0.1
H 2.1140 -4.5540 0.1951 0.1 -0.2 -0.1
H 1.5633 -2.6020 3.4916 0.8 -1.2 2.3
H 0.4270 -0.2710 2.8931 -0.2 0.6 0.3
H 1.0689 -2.4197 -0.6668 0.0 -0.3 -1.2
```
Positions in Å, forces in eV/Å.

Output
charge: +2
LUMO level (alpha / beta): -10.75 / -10.76 eV
multiplicity: 6
E_HOMO (alpha / beta): -15.3 / -15.4 eV
total energy: -2900.636553 Eh

---

no.,largest force on an atom (eV Å⁻¹)
1,5.1
2,6.2
3,4.9